Here is a cluster of 2 separate species, C2H8N3PS in total in a non-equilibrium geometry from the OMol25 dataset. Energies are from ωB97M-V/def2-TZVPD.

XYZ file:
```
15
Properties=species:S:1:pos:R:3:forces:R:3
C -3.124380 -0.179403 0.068475 0.1 0.9 -0.4
C -3.219340 1.137165 -0.530043 -0.6 0.2 -0.3
N -2.062920 0.474551 0.153500 0.3 -0.6 0.5
N 2.750403 -1.241454 -0.803797 0.4 -0.3 -0.2
N 1.330590 -0.982634 1.228067 0.1 -0.2 0.2
P 1.568645 -0.161330 -0.215983 -0.5 0.5 -0.1
S 2.963282 1.419320 0.224109 0.3 -0.1 0.0
H -3.599147 -1.104981 0.293638 0.1 -0.6 0.3
H 2.001915 2.339880 0.234131 -0.1 0.2 0.0
H -3.160898 1.247863 -1.604875 0.1 0.0 -0.1
H -3.713955 1.946326 -0.006315 0.0 0.0 0.1
H 2.349350 -2.168086 -0.913902 0.1 0.1 0.0
H 3.141649 -0.938515 -1.688785 0.0 0.0 0.1
H 2.179120 -1.178948 1.751478 -0.2 0.0 0.0
H 0.595682 -0.609760 1.810302 -0.1 0.0 0.0
```
Forces are in eV/Å.

Computed properties:
E_HOMO: -8.096 eV
Relative energy (zero: lowest compared OMol25 entry of this formula, charge and spin): 29.5 kcal/mol
Orbital gap: 9.150 eV
E_LUMO: 1.05 eV
SMILES string: C1=NC1.NP(N)S

Here are the Mulliken charges for atoms 1 to 6, given in e: -0.1320, -0.2927, -0.2856, -0.6274, -0.5365, 0.3539